# 1
Entry from OMol25: C14H21AuO4Se2Te as an isolated structure (ωB97M-V with the def2-TZVPD basis set).

Calculated values
M = 735.805 g/mol
Highest occupied orbital energy = -1.150 eV
Charge = -2

```
43
Properties=species:S:1:pos:R:3:forces:R:3
Au 1.057 0.917 1.634 -0.017 0.026 0.029
O 3.450 3.581 4.340 0.101 0.058 -0.045
C 3.784 2.897 3.135 0.016 0.029 0.026
C 4.288 1.477 3.389 -0.001 -0.023 -0.019
C 5.566 1.546 4.246 0.009 0.004 -0.002
O 6.665 2.250 3.661 -0.011 -0.004 -0.007
C 4.639 0.771 2.069 0.027 0.037 0.062
Se 3.348 0.729 0.570 -0.066 -0.012 -0.060
C 3.294 0.651 4.244 0.058 -0.026 -0.031
Se 1.374 1.097 4.194 -0.114 -0.020 0.005
H 2.607 3.171 4.613 -0.059 -0.018 0.014
H 4.548 3.493 2.620 0.004 0.006 0.006
H 2.927 2.850 2.465 -0.006 0.005 -0.011
H 5.930 0.531 4.430 -0.004 -0.001 -0.002
H 5.310 2.003 5.208 -0.007 0.005 -0.001
H 6.325 3.108 3.389 0.000 0.001 0.006
H 4.897 -0.263 2.313 0.000 -0.008 -0.016
H 5.538 1.233 1.657 -0.007 0.010 0.001
H 3.576 0.740 5.296 -0.009 -0.008 -0.001
H 3.401 -0.398 3.968 -0.040 0.000 0.002
O -3.569 -0.810 -2.237 0.024 -0.024 -0.014
C -3.074 -1.460 -1.295 -0.043 0.098 0.043
O -2.295 -1.070 -0.395 0.039 -0.092 -0.018
C -3.473 -2.946 -1.212 -0.007 -0.012 -0.032
C -4.367 -3.491 -2.128 0.015 0.016 0.024
C -4.728 -4.830 -2.058 -0.002 -0.008 0.000
C -4.192 -5.644 -1.067 -0.008 0.006 -0.012
C -3.296 -5.108 -0.150 0.007 0.023 -0.001
C -2.941 -3.767 -0.224 0.014 -0.038 0.019
H -4.763 -2.829 -2.889 -0.003 -0.006 -0.005
H -5.426 -5.243 -2.777 -0.001 0.000 0.000
H -4.469 -6.691 -1.011 -0.002 0.001 -0.001
H -2.870 -5.737 0.623 -0.004 -0.004 0.000
H -2.242 -3.324 0.475 -0.008 0.016 -0.004
C -0.913 3.572 0.696 0.002 -0.030 0.047
Te -1.329 1.463 0.543 0.102 0.018 0.001
C -0.964 1.525 -1.548 0.006 0.015 0.014
H -1.682 4.130 0.162 0.012 0.013 0.004
H 0.070 3.785 0.283 0.006 -0.011 -0.006
H -0.920 3.846 1.750 0.001 -0.003 -0.007
H 0.052 1.882 -1.705 -0.005 -0.012 -0.006
H -1.694 2.178 -2.023 -0.010 0.002 0.007
H -1.099 0.511 -1.908 -0.009 -0.028 -0.010
```
Positions in Å, forces in eV/Å.

***

# 2
Entry from OMol25: C14H21BF6N8O5S2V as an isolated structure (ωB97M-V with the def2-TZVPD basis set).

Calculated values
Spin multiplicity = 2
Energy above the lowest of the compared OMol25 structures with the same formula, charge and spin = 132.3 kJ/mol
⟨S²⟩ = 0.771
M = 621.251 g/mol
Highest occupied orbital energy (spin up / spin down) = -11.466 / -11.466 eV
Charge = 0

```
58
Properties=species:S:1:pos:R:3:forces:R:3
O -16.529 6.939 -19.052 -0.660 -1.323 0.110
V -15.753 5.671 -19.430 2.014 1.463 -0.684
B -14.408 6.454 -21.768 1.428 0.499 -1.213
F -13.089 6.284 -22.101 -0.398 0.127 0.177
F -15.195 6.849 -22.796 -0.246 0.011 0.225
F -14.887 5.148 -21.263 -0.996 -0.286 0.804
F -14.555 7.279 -20.607 -0.409 -0.777 0.403
N -14.262 5.751 -18.032 0.907 -0.104 2.877
S -12.656 5.666 -18.171 1.305 -0.607 -3.539
O -12.047 4.618 -17.434 -0.399 0.015 0.772
O -12.020 6.913 -18.310 0.045 0.720 0.485
F -12.660 5.087 -19.649 -0.197 -0.010 0.130
S -14.365 5.872 -16.319 -3.827 0.226 0.150
O -13.766 7.011 -15.762 1.244 0.384 -0.298
O -14.379 4.634 -15.641 0.678 -0.616 -0.374
F -15.900 6.240 -16.359 -0.081 -0.055 -0.311
C -8.929 6.618 -18.579 0.623 -0.237 -0.628
C -8.647 6.408 -17.170 -0.478 0.018 -0.441
N -8.434 6.232 -16.060 0.124 -0.092 0.526
H -9.637 7.416 -18.765 0.044 0.141 0.168
H -9.305 5.720 -19.071 -0.160 -0.108 0.318
H -7.977 6.814 -19.079 -0.106 0.279 -0.001
C -17.415 8.626 -14.949 -0.239 0.143 0.179
C -18.547 8.777 -14.034 0.353 -0.127 -0.100
N -19.435 8.892 -13.320 -0.206 0.016 0.149
H -16.901 9.578 -15.050 -0.023 0.001 -0.198
H -17.792 8.290 -15.912 0.161 0.098 -0.114
H -16.699 7.901 -14.574 -0.043 -0.045 0.059
C -9.837 2.996 -16.353 -0.389 -0.374 0.893
C -9.047 1.866 -15.862 0.230 0.050 -0.290
N -8.444 0.985 -15.441 -0.082 0.037 -0.084
H -9.709 3.229 -17.403 0.266 -0.068 -0.039
H -9.624 3.855 -15.718 0.071 0.168 -0.258
H -10.882 2.733 -16.175 -0.022 0.136 -0.160
C -14.173 1.692 -15.663 -0.091 -0.178 0.075
C -15.346 1.855 -14.808 0.355 -0.058 -0.183
N -16.272 1.985 -14.148 -0.274 0.061 0.146
H -13.305 2.160 -15.205 -0.027 0.078 0.002
H -14.378 2.169 -16.618 0.063 0.073 0.024
H -13.968 0.633 -15.816 -0.038 -0.002 0.036
C -16.376 5.189 -12.901 -0.151 -0.358 -0.375
C -15.245 5.018 -12.005 -0.144 0.068 0.019
N -14.358 4.885 -11.293 0.232 -0.036 0.116
H -16.159 4.688 -13.843 0.069 0.085 -0.021
H -16.578 6.240 -13.084 -0.035 0.045 0.125
H -17.261 4.691 -12.509 -0.009 0.147 0.183
C -13.379 1.771 -19.380 0.461 -0.622 -0.174
C -14.506 2.668 -19.365 -0.036 0.008 -0.048
N -15.395 3.389 -19.356 -0.424 0.614 0.300
H -13.566 0.930 -20.050 -0.193 0.060 0.028
H -13.182 1.374 -18.386 -0.093 0.099 0.042
H -12.476 2.260 -19.742 -0.145 0.300 0.047
C -12.598 10.249 -17.245 -0.341 -0.205 -0.128
C -13.997 9.836 -17.212 -0.493 -0.110 0.105
N -15.101 9.514 -17.174 0.367 0.064 -0.067
H -12.429 10.773 -18.184 0.187 0.057 0.053
H -11.982 9.354 -17.197 0.118 0.057 0.011
H -12.397 10.898 -16.397 0.107 0.046 -0.013
```
Positions in Å, forces in eV/Å.

***

# 3
Entry from OMol25: C14H21BHgN4 as an isolated structure (ωB97M-V with the def2-TZVPD basis set).

Calculated values
Energy above the lowest of the compared OMol25 structures with the same formula, charge and spin = 146.6 kJ/mol
M = 456.752 g/mol
Highest occupied orbital energy = -8.751 eV
Charge = 0

```
41
Properties=species:S:1:pos:R:3:forces:R:3
C 0.790 -0.987 -3.667 -0.693 0.027 2.909
C 0.301 2.459 -3.412 -0.177 0.746 -0.193
C -0.537 -1.025 -3.917 0.399 0.204 -0.452
H 1.218 -1.942 -3.310 0.295 0.102 -1.614
C -0.778 2.213 -2.674 -0.130 0.226 0.356
H 0.478 3.478 -3.776 -0.038 -0.186 0.517
H -0.922 -1.891 -4.448 0.092 -0.392 0.427
H -1.380 3.035 -2.256 0.378 -0.129 -0.609
C -1.658 -0.083 -3.507 0.651 -0.147 0.289
H -2.439 -0.787 -3.166 0.186 0.315 -0.110
H -2.102 0.474 -4.329 0.018 0.117 -0.204
C 1.504 0.230 -3.012 0.253 -1.118 -1.339
H 2.598 0.004 -2.943 -0.849 0.142 -0.147
H 1.155 0.335 -1.986 0.065 0.384 -0.032
C 1.274 1.454 -3.928 0.268 -0.277 -0.072
H 0.878 1.080 -4.893 0.402 0.178 0.288
H 2.248 1.925 -4.146 -0.488 0.027 0.093
C -1.337 0.861 -2.321 -0.750 -0.356 0.073
H -2.308 1.040 -1.839 0.238 0.007 0.032
H -0.744 0.315 -1.577 -0.107 0.100 -0.135
Hg 1.264 -1.660 0.714 -0.450 1.899 2.075
H 0.431 -2.598 -0.141 -0.172 -1.432 -1.831
B 1.495 -1.995 3.894 -1.107 0.299 0.479
N 1.607 -0.456 3.534 0.669 0.662 -0.001
C 2.013 0.621 4.266 -0.870 -0.325 -1.333
C 1.749 1.776 3.512 -0.041 -0.735 -0.117
C 1.231 1.304 2.298 0.358 -0.418 0.335
N 1.149 -0.042 2.313 1.667 0.830 0.393
N -0.046 -2.303 3.623 -0.679 0.078 -0.706
C -1.054 -2.738 4.421 0.151 0.372 -0.361
C -2.247 -2.684 3.707 0.235 0.025 -0.442
C -1.877 -2.234 2.414 1.161 -0.152 1.768
N -0.562 -1.976 2.391 -0.745 -1.212 0.738
H 1.717 -2.156 5.063 0.028 0.112 0.043
H 2.239 -2.689 3.247 -0.024 0.087 -0.575
H 2.472 0.511 5.239 -0.303 -0.121 -0.084
H 1.896 2.804 3.800 0.060 -0.082 -0.001
H 0.945 1.854 1.410 -0.011 -0.054 0.131
H -0.860 -3.043 5.442 -0.020 0.116 -0.200
H -3.249 -2.907 4.050 0.268 -0.098 0.015
H -2.490 -2.104 1.551 -0.186 0.178 -0.400
```
Positions in Å, forces in eV/Å.

***

# 4
Entry from OMol25: C14H21BeN9S3 as an isolated structure (ωB97M-V with the def2-TZVPD basis set).

Calculated values
Energy above the lowest of the compared OMol25 structures with the same formula, charge and spin = 0.0 kJ/mol
M = 420.598 g/mol
Highest occupied orbital energy = -13.872 eV
Charge = +2

```
48
Properties=species:S:1:pos:R:3:forces:R:3
Be -1.062 -0.202 -0.324 -0.206 -0.006 -0.168
C 2.487 0.159 3.153 0.059 0.221 0.042
C 3.215 -0.283 1.890 0.090 0.006 0.129
S 2.219 -0.218 0.376 -0.052 0.009 -0.112
C 1.959 -1.958 -0.001 0.068 -0.188 -0.076
C 0.963 -2.687 0.886 0.132 0.057 0.072
S -0.706 -1.980 0.845 -0.177 0.036 -0.005
C -1.108 -1.559 2.559 0.003 -0.065 0.126
C -0.301 -0.453 3.225 -0.201 0.076 0.039
S 1.302 -1.000 3.871 0.103 -0.114 0.085
H 1.997 1.124 3.007 0.000 -0.021 0.015
H 3.227 0.319 3.939 0.016 -0.035 -0.010
H 3.610 -1.293 2.002 -0.029 -0.026 -0.027
H 4.072 0.371 1.723 -0.028 0.026 0.004
H 2.917 -2.478 0.055 0.002 0.031 0.004
H 1.655 -1.989 -1.048 -0.048 -0.037 0.042
H 1.284 -2.673 1.929 -0.049 0.008 -0.139
H 0.856 -3.723 0.569 0.018 -0.009 -0.053
H -1.047 -2.489 3.124 -0.006 0.008 0.019
H -2.168 -1.293 2.522 0.033 0.029 -0.033
H -0.891 -0.090 4.070 0.039 -0.006 -0.004
H -0.149 0.388 2.553 0.033 0.027 -0.061
N -4.961 -0.311 -0.707 0.006 0.253 0.086
C -3.866 -1.058 -0.752 0.181 -0.036 0.065
N -2.829 -0.299 -0.414 -0.094 -0.250 -0.259
C -3.388 0.919 -0.181 0.079 0.340 0.143
N -4.678 0.963 -0.342 -0.096 -0.208 -0.061
C -2.446 1.969 0.213 -0.198 -0.283 -0.062
C -2.751 3.286 0.495 0.011 0.105 0.027
N -1.801 4.151 0.835 -0.064 -0.105 -0.019
C -0.559 3.692 0.888 0.111 0.029 0.024
C -0.236 2.370 0.602 0.019 -0.042 -0.012
N -1.187 1.501 0.267 0.153 0.043 -0.002
H -5.917 -0.586 -0.895 0.067 0.048 0.010
H -3.854 -2.103 -1.008 0.046 -0.064 -0.037
H -3.773 3.637 0.441 -0.024 0.036 0.007
H 0.220 4.389 1.165 0.001 0.039 0.005
H 0.777 1.997 0.637 0.009 0.024 0.001
N 1.970 -0.301 -5.795 -0.051 -0.042 -0.020
C 1.744 -0.118 -4.503 0.439 0.164 -0.003
N 2.653 0.508 -3.747 -0.137 -0.031 -0.027
N 0.600 -0.592 -4.014 -0.118 -0.079 -0.321
C 0.171 -0.390 -2.844 -0.242 -0.115 0.346
N -0.330 -0.297 -1.795 0.014 0.119 0.201
H 2.823 -0.010 -6.243 -0.021 -0.018 0.000
H 1.270 -0.778 -6.341 0.038 0.040 -0.005
H 3.510 0.871 -4.130 -0.012 -0.019 -0.005
H 2.506 0.593 -2.755 0.080 0.026 0.029
```
Positions in Å, forces in eV/Å.

***

# 5
Entry from OMol25: C14H21CaO13 as an isolated structure (ωB97M-V with the def2-TZVPD basis set).

Calculated values
Energy above the lowest of the compared OMol25 structures with the same formula, charge and spin = 97.1 kJ/mol
M = 437.387 g/mol
Highest occupied orbital energy = 1.007 eV
Charge = -3

```
49
Properties=species:S:1:pos:R:3:forces:R:3
Ca -0.790 0.045 0.989 -0.975 0.945 0.880
C -3.077 -3.051 -1.309 0.708 -0.418 -0.203
C -3.358 -1.588 -0.922 -0.114 2.246 0.996
O -2.562 -0.926 -0.192 0.637 -1.873 -0.810
O -4.429 -1.083 -1.312 -0.543 -1.179 -0.827
H -2.179 -3.485 -0.861 -0.173 0.209 0.601
H -2.855 -3.184 -2.374 -0.431 0.428 -0.228
H -3.959 -3.652 -1.083 0.018 -0.049 0.047
C 3.127 2.053 0.715 -0.790 -0.179 -0.318
C 2.341 1.472 1.870 -0.679 -0.017 4.594
O 2.952 1.292 2.981 0.922 0.317 -1.794
O 1.092 1.362 1.842 0.137 0.036 -1.974
H 3.914 1.348 0.449 0.063 0.179 -0.293
H 3.530 3.017 1.025 0.185 -0.068 0.030
H 2.362 2.214 -0.049 0.474 -0.012 -0.494
C 0.481 -3.755 2.968 -1.606 -0.569 0.897
C 0.490 -2.328 2.472 3.055 1.720 1.187
O 1.054 -1.476 3.194 -0.703 -1.068 0.020
O 0.097 -2.102 1.308 -1.060 -0.601 -1.327
H -0.584 -3.947 3.159 -0.133 -0.475 -0.564
H 0.856 -3.885 3.984 0.772 0.251 -0.246
H 0.880 -4.475 2.255 -0.042 0.007 -0.011
C -1.386 4.135 -0.973 -0.324 0.551 -0.362
C -2.212 2.863 -0.757 -0.720 -3.370 1.621
O -3.387 2.675 -1.162 0.804 2.356 -0.770
O -1.634 1.935 -0.116 1.315 0.983 -0.330
H -0.777 3.972 -1.868 -0.598 0.360 -0.558
H -0.598 4.445 -0.283 -0.388 -0.730 0.795
H -2.124 4.941 -0.998 0.311 0.312 -0.755
C -3.620 0.517 4.351 -0.406 0.183 1.382
C -2.574 0.490 3.242 0.368 -0.064 -2.035
O -3.031 0.628 2.077 -0.250 -0.085 0.901
O -1.334 0.361 3.454 -1.024 -0.170 1.035
H -4.669 0.429 4.065 0.202 -0.003 -0.802
H -3.568 1.485 4.862 0.230 0.039 0.079
H -3.514 -0.243 5.133 0.571 -0.045 -0.036
C 3.846 -1.254 -3.647 0.847 -0.805 1.139
C 3.276 0.062 -3.164 -1.408 0.621 -1.844
C 2.026 0.542 -3.994 2.060 1.265 -0.666
O 0.981 0.225 -3.167 -1.573 -0.229 -0.338
C 1.391 0.083 -1.866 -0.698 0.428 -0.801
O 0.652 0.140 -0.956 0.870 -0.485 -0.296
O 2.725 -0.072 -1.894 0.328 -0.517 1.790
H 3.234 -2.147 -3.504 -0.703 0.487 0.207
H 4.654 -1.412 -2.924 0.445 -0.361 -0.500
H 4.186 -1.360 -4.677 0.238 0.761 0.003
H 4.013 0.859 -3.051 0.257 -0.218 -0.459
H 2.007 0.221 -5.042 -0.473 -1.433 0.411
H 2.056 1.612 -4.251 -0.004 0.343 1.028
```
Positions in Å, forces in eV/Å.

***

# 6
Entry from OMol25: C14H21CdNP as an isolated structure (ωB97M-V with the def2-TZVPD basis set).

Calculated values
Energy above the lowest of the compared OMol25 structures with the same formula, charge and spin = 0.0 kJ/mol
M = 346.715 g/mol
Highest occupied orbital energy (spin up / spin down) = 0.193 / -0.398 eV
Charge = -1

```
38
Properties=species:S:1:pos:R:3:forces:R:3
C 2.030 -0.533 -0.894 0.699 -0.505 -0.415
Cd 0.196 0.477 -0.449 -0.122 0.359 0.174
N 0.392 2.802 -1.143 -0.178 -0.038 0.055
H -0.248 -3.119 -0.661 0.178 0.009 -0.437
H 0.065 -3.037 -1.342 -0.209 -0.094 0.413
H 1.897 -1.620 -0.857 0.257 0.145 0.035
H 2.800 -0.207 -0.181 -0.042 -0.114 -0.116
H 2.318 -0.234 -1.912 0.140 -0.094 0.099
H 0.411 3.373 -0.291 -0.086 0.064 -0.133
H -0.468 3.012 -1.662 0.094 0.084 0.133
H 1.187 3.053 -1.726 0.240 0.128 -0.165
C -3.027 -1.438 0.275 -0.204 -0.366 -0.339
P -2.382 0.222 0.712 -1.172 0.373 0.469
C -3.996 1.080 0.843 -0.435 -0.667 0.009
C -4.571 1.512 -0.370 -0.002 0.098 0.392
C -5.905 1.904 -0.404 -0.091 -0.038 0.379
C -6.676 1.868 0.766 0.218 -0.050 0.024
C -6.079 1.529 1.988 0.447 0.071 -0.080
C -4.733 1.144 2.035 -0.486 0.572 -0.177
C -2.031 -0.091 2.468 0.464 0.270 0.308
C -2.598 -1.121 3.234 0.506 0.059 0.078
C -1.970 -1.514 4.419 -0.048 0.094 0.018
C -0.812 -0.861 4.846 -0.041 -0.141 0.141
C -0.344 0.263 4.168 0.023 0.292 0.144
C -0.968 0.671 2.993 -0.194 -0.559 0.164
H -3.209 -1.461 -0.804 -0.001 -0.030 0.028
H -3.960 -1.727 0.787 0.352 0.234 -0.132
H -2.247 -2.175 0.496 -0.087 0.101 -0.049
H -3.956 1.539 -1.273 -0.179 -0.088 0.217
H -6.343 2.242 -1.339 -0.011 -0.098 0.113
H -7.738 2.103 0.735 0.193 0.089 -0.025
H -6.641 1.569 2.921 -0.030 -0.044 -0.274
H -4.257 0.909 2.997 -0.317 -0.012 -0.539
H -3.509 -1.634 2.917 0.421 0.117 -0.054
H -2.390 -2.336 5.004 0.191 0.228 -0.163
H -0.270 -1.233 5.717 -0.219 0.164 -0.138
H 0.522 0.821 4.542 -0.325 -0.278 -0.129
H -0.622 1.557 2.459 0.053 -0.335 -0.027
```
Positions in Å, forces in eV/Å.

***

Which strongest force on any atom belongs to each record? In order, 0.00243 0.07461 0.05816 0.00912 0.09030 0.02560 Eh/bohr.